(1)
Entry from the Open Molecules 2025 dataset: a molecular structure, C33H27F10N5O4STi (the ωB97M-V functional and the def2-TZVPD basis).

Geometry as XYZ:
```
81
Properties=species:S:1:pos:R:3
F -1.8291 1.8287 0.3247
H -1.8914 -2.2132 2.2225
C 1.0375 -1.5107 6.3347
F 4.3311 -0.3194 7.1884
H 1.1220 0.6886 2.4667
C -1.5232 0.3817 2.7438
C 1.0987 -1.9260 -5.0574
C -5.5839 -2.4875 -3.3182
Ti 0.2068 0.2653 0.4365
H -2.7136 -1.4038 0.8848
C 2.3602 0.1750 -1.2929
C 0.5684 -0.6303 -5.1933
F -2.6437 6.2720 -1.0633
H -0.7575 0.8467 -4.3572
F -0.0518 -1.9833 6.9571
H 4.1194 -0.2176 2.4205
C -4.0332 -0.6574 -3.5658
H 2.2894 2.2362 -1.9114
H -1.1990 2.5119 2.7097
C -4.7934 -3.0090 -2.3012
C -3.6290 -2.3670 -1.9089
C 3.2632 -0.7026 6.4597
H -0.3855 1.6758 4.0390
F 1.1077 4.0000 -2.7062
C 1.5993 1.3926 -1.8207
C -0.8274 -2.2857 0.3411
F 2.0369 -1.0834 8.4609
H 2.5052 -1.8232 0.3950
C 3.4238 -1.0225 2.1509
H -6.4969 -2.9884 -3.6178
C -3.2515 -1.1767 -2.5344
N 0.4918 1.6821 -0.9232
H -3.0121 -2.7944 -1.1296
N -1.0934 -0.3327 1.7058
C 3.3424 -0.6892 5.0812
H 0.8880 0.0076 -6.0109
C -0.2245 2.8139 -1.0805
N 2.4936 0.2446 0.1694
C -0.6290 1.6190 2.9732
C -1.4342 2.9356 -0.3447
F -0.4043 6.1385 -2.6101
C 0.6702 -2.7359 -3.9900
H 4.2974 1.3497 0.1041
C 0.0362 3.9483 -1.8802
C -2.2415 4.0386 -0.3413
H 2.8066 2.3223 0.1651
O 0.1494 -1.5685 -0.1268
C -0.7232 -0.9473 -3.1753
H 1.2362 1.1677 -2.8281
C 2.2601 -1.0466 4.2248
C -0.3380 -0.1492 -4.2728
C -5.1849 -1.3124 -3.9580
N 2.1911 -1.0106 2.8975
C 3.1547 -0.9860 0.6514
F -3.3683 4.0566 0.3806
H 4.1203 -1.1003 0.1313
C 3.2871 1.4174 0.5319
O -2.4778 0.1622 3.4815
H 3.9724 -1.9568 2.3523
O -2.0842 1.1513 -2.4779
C -1.7349 -1.5759 1.3491
H 1.1429 2.3392 2.2023
F 4.5306 -0.2725 4.5600
H -0.5356 -2.8955 -2.2305
N 0.5727 1.5082 2.1271
H 1.8145 -0.7378 -1.5448
H -5.7891 -0.9034 -4.7604
C -0.2260 -2.2663 -3.0539
O -1.0721 -3.4320 -0.0116
F 0.1044 -2.0223 4.2683
C 2.1114 -1.0867 7.1100
S -1.8185 -0.2202 -1.9579
C 1.1175 -1.4999 4.9660
H 1.0561 -3.7448 -3.8899
H 3.3775 1.4986 1.6126
H -3.7194 0.2657 -4.0372
H 3.3508 0.1356 -1.7725
H 1.8235 -2.2965 -5.7738
C -1.8982 5.1538 -1.0913
C -0.7583 5.0786 -1.8668
H -5.0919 -3.9184 -1.7925
```

net charge = -2
energy above the lowest of the compared OMol25 structures with the same formula, charge and spin = 43.2 kcal per mole
multiplicity = 3
HOMO (alpha / beta) = 1.5643 / -2.3569 eV
lowest unoccupied orbital energy (alpha / beta) = 3.84 / 3.82 eV
orbital gap (alpha / beta) = 0.08346 / 0.22690 hartree

(2)
Entry from the Open Molecules 2025 dataset: a molecular structure, C35H45AgAsN8O (the ωB97M-V functional and the def2-TZVPD basis).

Geometry as XYZ:
```
91
Properties=species:S:1:pos:R:3
H -1.3570 -1.2257 5.4215
H -4.3037 4.7322 -3.1563
C 0.3046 -3.4450 -1.2269
H 5.6041 0.6209 -5.1955
H 1.7746 -0.5688 4.0373
H -3.7768 2.1636 -4.0321
H 3.5616 1.1738 2.1575
C -3.8237 2.5983 -3.0351
H -2.6950 4.2862 -3.7711
C -2.0743 5.4251 -1.4920
N -1.8155 2.6959 -0.1499
N -0.0748 2.3770 2.1721
C 4.9486 0.0331 -4.5560
H 2.3182 2.1067 1.3054
H -4.8267 2.4318 -2.6222
H -0.1452 -3.2984 6.0214
H 4.2882 1.6443 -3.2794
H 3.0280 -4.9833 -2.5186
C 3.8642 0.9159 -3.9692
H -0.8617 4.3915 0.7064
H 0.5745 -5.0665 -2.6188
C 2.0747 0.6528 -2.4096
O 4.3870 -0.9872 -5.3593
As -0.3036 -1.4085 0.5482
C -0.8425 -1.3492 3.3452
C -0.9731 2.4181 5.1834
H -1.9212 2.4811 4.6601
H 3.3365 1.4442 -4.7699
C 0.4771 1.8416 3.2045
H 3.0627 0.5329 4.5849
C -3.9218 -3.1924 -0.7572
C 2.0198 0.4745 4.2752
C 2.4979 1.2315 1.9261
H 2.2171 0.3379 1.3535
H -1.9449 0.2117 -1.5794
C 3.5650 -1.8423 -4.5887
N -2.8035 2.0353 -2.1623
H -2.6031 4.2672 1.0095
H 3.2037 -2.6247 -5.2539
C 0.5107 -3.6771 4.0145
H 1.8268 -1.7238 -3.3217
H -3.5392 0.5292 -0.8719
C -3.4120 -4.1188 -1.6589
C -3.4543 4.0673 -3.0112
C -0.1895 -2.0816 2.3592
H 4.1703 -3.3270 -1.0843
C 1.0632 1.0498 5.3055
H 4.1521 -2.3032 -3.7835
H -2.1777 2.2897 2.4408
C -1.1732 -3.4201 -1.1425
H 5.5449 -0.4101 -3.7486
N 1.7600 1.3527 3.1520
N 1.3294 1.1304 -1.6688
C -2.0439 -4.2356 -1.8556
C 2.3933 -1.0848 -3.9974
H -4.0887 -4.7569 -2.2117
H 1.0411 -4.5836 4.2755
H -1.3460 -0.4222 3.0923
H -0.5910 3.4285 5.3652
H -1.4187 3.7907 3.0016
H -3.4586 -1.6381 0.6497
C 2.3446 -2.4513 -0.3761
H -1.1608 1.9510 6.1491
H -2.4567 6.1893 -2.1653
N -2.8855 4.2260 -1.6713
H 0.6794 0.3006 5.9972
C 3.0896 -3.3473 -1.1332
Ag -0.1780 1.0754 0.1163
H 1.5393 1.8546 5.8787
H 2.8517 -1.7347 0.2573
C 0.4898 -3.2480 2.6947
N -0.0154 1.5850 4.4757
H -1.6651 -4.9654 -2.5598
N 2.9239 0.0560 -3.2278
C 0.9592 -2.5059 -0.4201
H -3.3810 0.0936 -2.5906
H 1.7354 -0.7239 -4.7950
C 1.0597 -4.3277 -1.9939
C -1.3792 3.0146 2.2331
C -2.9249 0.6478 -1.7721
C -2.4340 2.9900 -1.2398
H -4.9907 -3.1154 -0.6077
C -1.6955 -2.4873 -0.2410
C -1.6783 3.6898 0.9033
H -1.0239 5.2426 -1.7403
C -0.8362 -1.7924 4.6600
C 2.4450 -4.2800 -1.9382
C -0.1564 -2.9546 4.9953
H -2.1370 5.8154 -0.4808
C -3.0605 -2.3632 -0.0504
H 1.0028 -3.8235 1.9340
```

net charge = +1
energy above the lowest of the compared OMol25 structures with the same formula, charge and spin = 1.0 kcal per mole
multiplicity = 1
HOMO = -10.3754 eV
lowest unoccupied orbital energy = -1.81 eV
orbital gap = 0.31479 hartree

(3)
Entry from the Open Molecules 2025 dataset: a single C20H18Cl2N2O2 molecule (the ωB97M-V functional and the def2-TZVPD basis).

Geometry as XYZ:
```
44
Properties=species:S:1:pos:R:3
C -1.9654 1.6795 -0.8232
H -4.2175 -4.2738 -0.6039
C -1.8056 3.3903 1.3450
C -2.6698 2.8746 -0.8369
H 5.2199 1.0716 -2.5214
C -2.1713 -1.6038 0.1590
C -0.3746 0.0250 0.3702
O 1.8385 0.4545 2.0967
N 4.3193 0.8949 1.2401
C 5.5432 1.1174 0.8476
C 2.0467 0.4816 0.7647
C 1.0241 0.2793 -0.1406
Cl -2.1269 0.6945 -2.2337
C 3.6333 0.7773 -1.0902
H -1.8946 -3.3205 -1.1090
H -1.7435 4.0549 2.1916
Cl -3.4576 5.2131 0.2297
C -2.7189 -2.7321 -0.7007
C 2.5660 0.5896 -1.9884
C -2.5850 3.7260 0.2493
C -2.9306 -4.4721 1.1122
H -2.1994 -5.1152 0.6248
C -1.1851 1.3063 0.2651
H -3.2502 -2.2666 -1.5359
H -3.2768 3.1346 -1.6899
H -4.3949 -2.9885 0.6019
C -3.6743 -3.6256 0.0872
H -0.5236 1.9173 2.1932
H -2.4128 -3.8296 1.8197
H 0.4943 0.2230 -2.2183
H 2.7097 0.5966 2.5093
C 3.3667 0.7251 0.2996
H -3.6264 -5.0996 1.6637
H -0.3102 -0.2130 1.4395
H 6.9544 1.3802 -0.7596
C 1.3046 0.3503 -1.5169
H -0.5919 -1.4348 -1.1485
C -1.1244 2.1902 1.3394
O -2.7284 -1.1613 1.1398
H 6.2761 1.2463 1.6335
N -0.9869 -1.1120 -0.2808
C 5.9233 1.1919 -0.5039
H 2.7571 0.6403 -3.0497
C 4.9692 1.0222 -1.4711
```

multiplicity = 1
SMILES string = CCCC(=O)N[C@H](c1ccc(Cl)cc1Cl)c1ccc2cccnc2c1O
HOMO = -8.4711 eV
lowest unoccupied orbital energy = -0.05 eV
orbital gap = 0.30953 hartree

(4)
Entry from the Open Molecules 2025 dataset: a gas-phase ion, C5H12N2 (charge +2) (the ωB97M-V functional and the def2-TZVPD basis).

Geometry as XYZ:
```
19
Properties=species:S:1:pos:R:3
H -0.2150 2.1065 0.4822
H -0.8743 -0.3890 -1.2233
H -1.6607 -0.0637 0.3352
H -2.3826 2.0283 -0.9841
H -0.5511 -2.3245 0.2782
C -0.7050 0.1097 -0.2519
H -1.4050 3.2469 -1.2869
N 0.2719 -1.9686 0.8094
H 0.5120 -3.8595 1.7579
H 0.5273 1.5721 -1.0455
C 1.7897 -0.1522 0.5363
C 0.4700 -0.4827 0.4220
H 2.0452 0.8500 0.7301
H 2.5813 -0.9204 0.3932
H -1.4269 1.9779 -2.3976
N -1.4923 2.2148 -1.4328
C -0.4112 1.5713 -0.4938
C 0.9796 -2.8998 1.4493
H 1.9469 -2.6171 1.9220
```

net charge = +2
energy above the lowest of the compared OMol25 structures with the same formula, charge and spin = 40.1 kcal per mole
multiplicity = 1
SMILES string = C=[NH+]C(=C)CC[NH3+]
HOMO = -17.9631 eV
lowest unoccupied orbital energy = -8.81 eV
orbital gap = 0.33633 hartree

(5)
Entry from the Open Molecules 2025 dataset: a single C31H31N3O5 molecule (the ωB97M-V functional and the def2-TZVPD basis).

Geometry as XYZ:
```
70
Properties=species:S:1:pos:R:3
H -3.3890 -3.5795 -0.6629
C 1.5468 -1.0253 1.2472
H 7.0251 1.0857 -0.8002
C 3.4739 -2.3118 0.2674
C 1.0580 -0.8750 -1.1705
C 3.8862 1.0806 -2.1467
C -5.5418 -0.8659 -0.8521
H 3.4747 0.8178 1.5620
N 0.6593 -0.9518 0.2236
H -5.5124 -3.9418 0.4748
C -2.2909 2.1493 -1.2585
H -0.7906 -0.9767 1.6448
H 7.8269 1.6575 0.6942
C 3.8369 -0.0899 1.1063
H -4.8891 -0.0872 -0.4495
C -1.3001 2.9277 0.8307
H -2.4262 6.4180 -0.2049
O 6.9941 -1.4833 -0.1588
H -1.2018 6.1276 1.9442
C -6.4967 -1.3537 0.2333
H 7.9686 -0.7152 1.4880
H -7.1857 -2.0844 -0.1963
H -2.1359 0.0678 -1.6408
O -1.1589 -2.7332 -0.8770
H 2.8150 -3.1473 0.0872
C -1.9971 3.2098 -0.3768
C -4.8628 -3.1568 0.8659
H -5.0982 -1.2522 1.8663
C -0.7486 -0.8164 0.5577
H -5.3605 -2.7668 -1.8417
C -5.7240 -2.0032 1.3776
C 2.0216 0.2386 -1.4297
H 1.1769 2.0969 -0.6584
N -2.8888 -1.8400 0.2716
H 1.5160 -1.8138 -1.4938
C -1.5994 -1.9042 -0.1104
H -2.8152 2.3804 -2.1721
C 4.8118 -2.4066 -0.0571
C 5.1748 -0.1649 0.7473
H -4.2789 -3.5808 1.6850
C -1.2282 0.5834 0.2438
H 4.8417 1.0250 -2.6293
C 1.9757 1.5716 -1.1407
H -0.3949 1.3875 2.0311
O 5.9675 0.9341 0.9619
H -4.0062 -1.6777 -2.1419
C 7.1919 0.8803 0.2664
C -3.9196 -2.7128 -0.2534
C 7.8246 -0.5022 0.4197
N -2.3825 4.4584 -0.7083
C 5.6714 -1.3404 0.1763
O 1.1988 -0.9764 2.4142
H 3.5073 3.1415 -1.5446
H 8.7828 -0.5612 -0.0986
C -1.0089 4.0132 1.6846
O 3.1838 -0.0592 -2.0463
C 2.9817 -1.1493 0.8501
C -2.0971 5.4341 0.1055
H -6.1093 -0.4240 -1.6733
H 0.1512 -0.7287 -1.7601
C 3.1958 2.1192 -1.6065
C -1.9101 0.8723 -0.9558
C -0.9307 1.6004 1.1165
C -1.4062 5.2703 1.3216
H -3.1841 -1.0928 0.8788
H -0.4759 3.8317 2.6077
C -4.7042 -2.0274 -1.3793
H 5.2195 -3.3020 -0.4982
H -7.0885 -0.5184 0.6125
H -6.4211 -2.3804 2.1284
```

energy above the lowest of the compared OMol25 structures with the same formula, charge and spin = 74.0 kcal per mole
multiplicity = 1
SMILES string = O=C(NC1CCCCC1)[C@H](c1ccc2ncccc2c1)N(Cc1ccco1)C(=O)c1ccc2c(c1)OCCO2
HOMO = -8.0968 eV
lowest unoccupied orbital energy = 0.03 eV
orbital gap = 0.29850 hartree

(6)
Entry from the Open Molecules 2025 dataset: a molecular structure, C24H32N3NaOSb (the ωB97M-V functional and the def2-TZVPD basis).

Geometry as XYZ:
```
62
Properties=species:S:1:pos:R:3
H -2.7087 0.6376 -2.6097
H -4.4613 0.6533 1.3200
H -2.1564 3.5047 0.5669
H -3.7570 -0.7806 -0.1039
H 1.4447 -0.1961 3.0816
H 0.2815 -1.4386 1.2489
H -1.7433 -1.6840 -2.1325
H 0.8871 -5.6385 -2.3430
H -4.3167 -0.0813 -2.4312
C 3.2569 2.9640 0.6258
O 2.5739 0.4198 -3.1501
C 3.9414 -1.3826 1.2816
N 2.3087 -0.3562 -0.5227
C 1.5354 -2.4121 -1.4638
C 2.6131 1.9880 -0.1200
H 2.2096 -4.3716 -0.7548
Sb -1.3221 0.4679 0.2326
H 1.4728 0.7448 1.6017
H 0.3288 1.1644 2.8674
H -3.3512 -2.3590 -1.9376
C -1.0605 -1.2019 2.8975
H -4.3205 1.4964 2.8607
C -2.5184 -1.8646 -1.4288
C 0.0353 -2.4873 -3.2215
C 1.5832 -3.8418 -1.4607
H 3.5049 5.0703 0.9557
C -2.9673 -0.5480 -0.8214
C 0.0357 -3.8648 -3.2769
N 1.7428 2.3221 -1.0845
C -3.4937 0.3933 -1.8968
H -1.5336 -0.4141 3.4776
C 0.8477 -4.5552 -2.3456
C 3.0062 4.3020 0.3785
H 4.6155 -1.7867 2.0269
H -0.5697 -1.9200 -3.9226
C 2.9285 0.5210 0.1908
C 0.8240 0.3333 2.3596
C 2.1150 4.6353 -0.6122
C 3.8183 0.0270 1.1753
H 0.7995 3.7958 -2.1060
Na 1.1146 0.3641 -1.8458
H -0.5640 -4.3906 -4.0083
C -0.2060 -0.6119 1.7654
H -3.8686 1.3234 -1.4719
H -3.5561 3.5711 1.6369
N 0.7255 -1.7484 -2.3754
H 3.9577 2.6924 1.4024
H 1.8852 5.6661 -0.8454
H 4.3912 0.6701 1.8327
H -3.5060 -0.0441 2.6177
H -1.8274 -1.8672 2.5065
H -2.1375 -2.5521 -0.6743
C -3.7776 0.8865 2.1334
H -0.4305 -1.7793 3.5769
C 2.3541 -1.7050 -0.5098
H -1.9093 1.9187 2.4381
C 1.5120 3.5939 -1.3120
C -2.5583 1.6452 1.6073
H 3.3987 -3.3170 0.6195
H -3.6696 2.7389 0.0865
C -3.0122 2.9411 0.9292
C 3.2538 -2.2519 0.4875
```

net charge = -1
energy above the lowest of the compared OMol25 structures with the same formula, charge and spin = 53.6 kcal per mole
multiplicity = 1
HOMO (alpha / beta) = -3.6504 / -1.5163 eV
lowest unoccupied orbital energy (alpha / beta) = 2.31 / 2.32 eV
orbital gap (alpha / beta) = 0.21901 / 0.14081 hartree

(7)
Entry from the Open Molecules 2025 dataset: a molecular structure, C39H48IrP2Si (the ωB97M-V functional and the def2-TZVPD basis).

Geometry as XYZ:
```
91
Properties=species:S:1:pos:R:3
H -5.2322 0.7423 0.8763
H -0.3933 -0.0563 3.8512
C 4.8231 5.8354 2.4177
H -5.0971 -0.0187 -1.4991
H -4.0220 -1.2810 -2.2263
H -0.4593 -0.3884 1.3697
C 4.2342 4.9221 1.5429
C 6.1730 4.0770 3.3642
H -6.3158 -2.6187 -0.9192
C 1.2543 0.8658 1.0042
C 4.7267 0.9553 0.4582
C 5.2912 1.4572 -4.4266
H 6.2193 6.1228 4.0480
C -3.9823 -4.4580 0.3422
C -1.7178 -2.5975 2.1450
H 4.4915 0.8300 -4.8170
H -5.1904 -0.1904 2.4001
H -3.9132 -3.3230 -1.5728
C 6.5097 1.5171 -5.1155
C 1.1670 1.4437 3.7469
H 5.0273 0.3883 1.3427
H -3.1493 -5.1784 0.4096
H 4.5409 6.8840 2.3750
C 0.2986 0.4877 3.2030
H -7.9628 1.0161 1.8955
C 3.4023 -1.1158 -2.4653
Si -7.0375 -1.0440 0.8894
C 7.5164 2.3822 -4.6767
H 1.6748 1.4787 -3.8491
H -3.9386 -4.7299 2.5151
C -8.1219 0.5027 0.9329
H -3.3076 0.0847 -1.3564
H -7.5492 -1.8833 3.1901
H 2.6993 2.9075 3.3336
C 0.3009 0.2582 1.8190
C 2.1856 -1.8504 -4.4227
H 5.9033 2.1094 2.5101
H 8.0166 3.9787 -3.3017
C 2.1988 1.7405 1.5828
C 2.0812 0.4700 -3.7386
C -7.1793 -1.9543 -0.7460
C 5.5701 3.1483 2.5073
C -4.4437 -4.0931 1.7751
H -5.1165 -2.2762 2.7850
H -7.1038 -3.2405 2.1083
H 3.4192 -3.1366 -3.1948
H 8.4908 2.3978 -5.1698
C -4.1739 -0.5987 -1.3748
C -3.5669 -3.2905 -0.5364
C -3.0578 -1.9357 2.2935
H 6.9593 3.7470 4.0417
C -5.3358 -0.2755 1.2996
H -1.2051 -4.1020 0.6642
H -8.7148 -2.4855 1.9738
C 5.0561 0.7800 -0.8563
C -1.3428 -3.0173 0.7047
H 1.2669 0.6667 -0.0700
C 6.0640 3.1504 -2.8900
C -7.6479 -2.2869 2.1707
H -8.0936 -2.5691 -0.7409
H -3.0891 -1.0160 2.8974
P 3.5811 2.3594 0.5983
H -0.3576 -2.6124 0.4446
C 5.1224 2.1525 -3.2203
C 3.0529 0.2124 -2.7520
H 1.9178 -2.6395 -5.1271
Ir -3.9537 -1.4250 0.4175
H -7.2467 -1.2371 -1.5770
H 3.5274 5.2577 0.7853
H -9.1838 0.2298 0.8262
H -5.5077 -4.3611 1.8827
H 1.1298 1.6725 4.8141
P 3.8753 1.6425 -1.9447
H -1.6953 -3.4905 2.7905
C -4.2813 -2.6614 2.1943
H -1.9248 -1.9966 -1.1656
C -2.3404 -2.5798 -0.3426
C 2.0782 2.1110 2.9295
C 1.6680 -0.5573 -4.5838
C 5.7769 5.4100 3.3494
H -0.9793 -1.8923 2.5398
C 4.5500 3.5465 1.6324
C 7.2633 3.2457 -3.5997
H -4.7790 -5.0120 -0.1755
C 3.0314 -2.1291 -3.3483
H -7.8249 1.1743 0.1118
H 5.8618 3.8126 -2.0478
H 5.9002 0.2556 -1.3044
H 3.9939 -1.3428 -1.5767
H 6.6853 0.8726 -5.9836
H 0.9574 -0.3539 -5.3880
```

net charge = +2
energy above the lowest of the compared OMol25 structures with the same formula, charge and spin = 0.3 kcal per mole
multiplicity = 6
HOMO (alpha / beta) = -10.8207 / -13.3918 eV
lowest unoccupied orbital energy (alpha / beta) = -4.31 / -8.80 eV
orbital gap (alpha / beta) = 0.23920 / 0.16869 hartree

| no. | energy (Eh) |
| --- | --- |
| 1 | -4094.80846 |
| 2 | -4256.56288 |
| 3 | -1953.36694 |
| 4 | -306.50694 |
| 5 | -1740.40322 |
| 6 | -1575.63307 |
| 7 | -2590.56706 |